(1)
Entry from the OMol25 dataset: C20H27Br4F18N3O22S6Zr as an isolated structure in a non-equilibrium geometry (ωB97M-V/def2-TZVPD).

Summary:
Total charge   0
Frontier orbital gap   6.83 eV
LUMO energy   -0.0853 Eh
DFT total energy   -17127.6751 Ha

```
101
C20H27Br4F18N3O22S6Zr | the OMol25 dataset | ωB97M-V/def2-TZVPD
Zr -0.425 0.231 -2.620
Br 2.590 -2.919 4.620
Br -6.843 0.985 2.988
Br -6.251 3.480 0.307
Br -0.748 -6.005 3.731
S -0.672 3.053 -0.904
S -1.441 -0.425 0.670
S -2.923 2.861 -2.261
S 0.148 -2.953 -3.159
S 1.280 -1.733 -5.181
S 1.139 -1.182 0.032
F -3.810 4.281 -4.289
F 3.338 -2.038 -3.458
F -2.007 -4.452 -3.384
F -1.629 -3.106 0.951
F 1.103 1.022 1.672
F 1.055 5.033 -1.512
F -2.998 -2.259 -0.510
F -4.065 2.192 -4.595
F -2.088 3.026 -4.772
F 3.311 -0.162 -4.554
F 2.869 0.834 0.497
F -3.322 -2.003 1.571
F 3.860 -2.040 -5.495
F -0.385 4.611 -3.029
F -1.956 -2.845 -4.817
F -0.744 -4.645 -5.069
F 2.518 -0.469 2.176
F -0.954 5.682 -1.222
O 6.731 -0.824 -1.135
O 1.259 -3.855 -3.141
O -0.487 -2.775 -1.876
O 2.073 -1.272 -1.066
O 1.659 0.854 -2.295
O 0.606 2.470 -0.579
O -2.347 2.288 3.402
O -3.805 1.784 -1.876
O -2.373 3.605 5.173
O -1.441 3.353 0.262
O 1.190 -3.007 -5.795
O -2.351 0.623 0.275
O 0.993 -0.659 -6.089
O 1.002 -2.357 0.836
O -3.206 4.156 -1.704
O -0.937 -0.360 2.005
O -4.295 2.675 4.450
O 4.689 -0.871 -0.367
O 0.779 -0.208 5.225
O -2.226 0.434 -4.152
O -2.338 -0.846 -2.499
O 5.120 0.466 -2.093
N -0.323 -0.446 -0.629
N 0.420 -1.423 -3.670
N -1.197 2.157 -2.085
C 5.473 -0.364 -1.304
C -0.213 4.721 -1.718
C 5.386 -1.614 0.600
C -1.239 -3.778 -4.222
C 3.067 -1.448 -4.610
C 1.010 -3.878 3.842
C -3.252 3.112 -4.133
C -4.913 2.470 1.381
C 7.922 -1.553 0.834
C 6.760 -1.799 -0.074
C -4.400 -0.668 -3.734
C 1.961 0.178 1.165
C 0.994 -5.324 4.231
C -0.986 2.713 3.512
C -5.459 1.074 1.631
C -2.403 -2.110 0.627
C -1.006 3.582 4.773
C -3.123 2.849 4.360
C -0.116 3.215 5.937
C -2.945 -0.373 -3.513
H -4.887 3.040 2.308
H 1.136 -5.430 5.307
H -0.262 3.920 6.758
H -0.354 1.835 3.615
H 4.940 -2.571 0.878
H 1.438 -0.177 4.522
H 1.780 -5.948 3.812
H 2.296 0.141 -2.504
H -0.397 2.236 6.322
H 6.825 -2.791 -0.523
H 8.892 -1.831 0.420
H -3.901 2.582 1.002
H -5.011 0.200 -3.505
H -4.609 -1.556 -3.141
H -5.780 0.677 0.671
H 1.127 -3.752 2.770
H 2.187 1.549 -1.862
H 0.097 -3.394 4.177
H -0.755 4.578 4.399
H 1.195 -0.731 5.919
H -4.630 -0.942 -4.765
H 7.848 -2.109 1.777
H 5.373 -1.058 1.543
H 8.068 -0.558 1.266
H -0.620 3.314 2.682
H -4.594 0.480 1.930
H 0.940 3.273 5.676
```

(2)
Entry from the OMol25 dataset: C22H38O5SbSiW as an isolated structure (ωB97M-V/def2-TZVPD).

Summary:
Total charge   +3
Frontier orbital gap   5.19 eV
LUMO energy   -0.3556 Eh
ΔE to the lowest compared entry with this formula, charge and spin   53.03 kcal per mole
DFT total energy   -1832.9294 Ha

```
68
C22H38O5SbSiW | the OMol25 dataset | ωB97M-V/def2-TZVPD
W 0.861 -0.610 -0.193
Sb -0.176 -2.757 0.335
Si -2.732 2.764 1.134
O 0.783 0.730 -1.821
O 2.801 2.886 -1.306
O 1.782 -1.162 -2.059
O 2.859 -1.031 0.343
O 2.004 0.868 0.872
C -1.908 4.263 0.416
C -3.605 0.414 -2.306
C 5.119 2.956 -1.431
C -0.979 0.362 5.971
C 1.498 -8.388 -1.600
C -1.621 1.294 0.866
C 3.950 2.442 -0.589
C 0.777 -8.243 -0.372
C 4.542 2.812 -2.861
C 1.873 0.108 -2.142
C -4.386 2.469 0.307
C 3.129 2.298 -2.562
C -2.985 2.955 2.976
C -0.614 -7.897 -0.240
C -0.466 0.726 4.680
C -0.743 0.491 0.576
C -4.911 0.205 -2.865
C 0.825 0.375 4.175
C 3.209 0.798 -2.209
C 2.958 0.251 0.280
C 3.859 0.907 -0.730
C -2.363 0.220 -2.983
H -2.036 3.177 3.472
H 1.345 -8.378 0.549
H 1.348 1.358 4.242
H -1.772 1.008 6.340
H -1.105 1.314 4.021
H -5.187 -0.770 -2.402
H -4.814 1.491 0.538
H 4.821 0.399 -0.719
H -2.567 5.131 0.473
H -2.111 1.283 -3.223
H -2.414 -0.329 -3.919
H 3.860 0.214 -2.855
H 3.905 2.794 0.437
H -5.092 3.221 0.666
H -1.465 -0.612 5.726
H 2.184 -7.513 -1.600
H 0.811 0.202 3.096
H 1.380 -0.351 4.763
H -3.443 2.069 3.426
H -4.332 2.608 -0.776
H -3.546 0.753 -1.271
H 4.497 3.770 -3.373
H 6.040 2.397 -1.271
H 5.311 3.999 -1.188
H -0.648 -6.830 0.064
H 5.109 2.124 -3.487
H -1.559 -0.056 -2.300
H -0.211 0.125 6.707
H -1.643 4.109 -0.632
H -0.988 4.503 0.952
H 2.212 -9.220 -1.543
H 2.367 2.542 -3.297
H -1.192 -8.008 -1.154
H -5.659 0.895 -2.472
H 0.895 -8.393 -2.503
H -3.641 3.803 3.183
H -1.057 -8.417 0.616
H -4.939 0.082 -3.944
```

(3)
Entry from the OMol25 dataset: a 2-piece molecular cluster, CH2ClIO overall in a non-equilibrium geometry (ωB97M-V/def2-TZVPD).

Summary:
Total charge   0
Frontier orbital gap   9.02 eV
LUMO energy   0.0047 Eh
ΔE to the lowest compared entry with this formula, charge and spin   51.26 kcal per mole
DFT total energy   -872.3311 Ha

```
6
CH2ClIO | the OMol25 dataset | ωB97M-V/def2-TZVPD
I -2.454 -0.313 -0.145
Cl 3.042 -2.592 -0.327
O -0.810 2.060 -0.181
C -0.775 0.828 -0.551
H -1.601 2.372 0.310
H 2.597 -2.355 0.893
```

(4)
Entry from the OMol25 dataset: an isolated molecule of C6H12O (ωB97M-V/def2-TZVPD).

Summary:
Total charge   0
Frontier orbital gap   8.68 eV
LUMO energy   0.0141 Eh
ΔE to the lowest compared entry with this formula, charge and spin   86.02 kcal per mole
DFT total energy   -310.9222 Ha

```
19
C6H12O | the OMol25 dataset | ωB97M-V/def2-TZVPD
O -0.800 1.916 0.521
C -1.703 -2.622 -0.559
C -0.604 -1.722 -0.174
C -1.093 -0.409 0.294
C 1.249 0.574 0.508
C -0.169 0.766 -0.024
C 2.237 1.590 -0.061
H -2.720 -2.403 -0.193
H -1.464 -3.687 -0.487
H 1.565 -0.443 0.255
H 3.245 1.425 0.331
H 1.960 2.622 0.189
H 2.288 1.511 -1.154
H -0.120 0.858 -1.123
H -2.136 -0.146 0.043
H -1.699 -2.393 -1.645
H 1.212 0.645 1.603
H -1.082 -0.570 1.393
H -0.285 2.688 0.256
```

(5)
Entry from the OMol25 dataset: C19H48Fe2O9 as an isolated structure in a non-equilibrium geometry (ωB97M-V/def2-TZVPD).

Summary:
Total charge   +2
Frontier orbital gap (spin up / spin down)   5.57 / 5.44 eV
2S+1   9
LUMO energy (spin up / spin down)   -0.3158 / -0.3204 Eh
ΔE to the lowest compared entry with this formula, charge and spin   84.10 kcal per mole
DFT total energy   -3956.7023 Ha

```
78
C19H48Fe2O9 | the OMol25 dataset | ωB97M-V/def2-TZVPD
Fe 0.316 -0.186 2.366
Fe -3.517 -0.074 0.577
O -1.818 -0.247 -0.660
O 0.193 -0.266 0.303
O 2.017 1.098 -1.024
O -1.532 0.058 1.381
O -2.185 1.828 -2.525
O 2.153 0.937 2.231
O -0.078 1.244 3.884
O -0.007 -2.054 -2.351
O -3.561 -2.279 1.120
C -1.155 2.133 4.101
C -1.754 -3.908 1.284
C -1.022 -0.180 0.290
C 3.019 1.592 -3.163
C -1.831 1.890 5.418
C -2.008 -3.283 -2.790
C -0.673 3.549 3.869
C 4.411 1.050 1.400
C -3.778 -3.855 2.938
C 3.948 0.317 3.796
C 3.728 -0.420 -1.791
C -1.600 3.846 -3.654
C -1.080 2.455 -3.260
C 3.503 1.186 2.620
C -0.144 -3.044 -4.517
C -2.837 -3.022 2.090
C -0.798 1.609 -4.442
C -0.916 -2.318 -3.367
C 2.558 0.481 -2.171
H 4.022 1.626 0.561
H -0.408 0.643 -4.123
H -4.192 -4.636 2.300
H 3.571 1.281 -4.049
H -0.148 3.671 2.921
H -1.492 4.268 3.879
H -1.000 -3.248 0.855
H 0.513 -3.859 -4.213
H 2.147 2.159 -3.489
H -1.366 -1.450 -3.847
H 1.347 0.503 -0.678
H -0.090 2.042 -5.148
H -3.243 -4.276 3.789
H 4.842 0.676 4.306
H 3.545 2.212 2.986
H -2.292 -4.371 0.457
H 0.554 1.555 4.536
H 1.768 -0.091 -2.659
H -2.704 2.532 5.541
H -2.811 -3.366 -3.523
H 4.507 0.004 1.107
H -1.829 1.069 -2.058
H 3.135 0.203 4.512
H 1.938 1.717 1.715
H 4.166 -0.958 -2.631
H -2.489 3.753 -4.277
H 3.710 2.306 -2.715
H -0.833 -3.370 -5.296
H -1.720 1.492 -5.012
H -4.268 -2.833 0.781
H -0.150 2.649 -2.726
H 3.389 -1.086 -0.998
H 4.167 -0.663 3.371
H -1.149 2.071 6.249
H -1.208 -4.644 1.874
H 4.512 0.124 -1.264
H -2.082 0.831 5.466
H 0.041 3.901 4.613
H 5.408 1.382 1.690
H -4.632 -3.327 3.363
H -1.835 4.421 -2.758
H -2.437 -2.917 -1.857
H -2.326 -2.249 2.666
H -1.876 1.923 3.311
H -1.561 -4.250 -2.558
H -0.851 4.359 -4.258
H -0.427 -1.521 -1.673
H 0.590 -2.394 -4.992
```

(6)
Entry from the OMol25 dataset: a 2-piece molecular cluster, C9H14 overall in a non-equilibrium geometry (ωB97M-V/def2-TZVPD).

Summary:
Total charge   +1
Frontier orbital gap (spin up / spin down)   9.51 / 5.79 eV
2S+1   2
LUMO energy (spin up / spin down)   -0.1676 / -0.3044 Eh
ΔE to the lowest compared entry with this formula, charge and spin   15.10 kcal per mole
DFT total energy   -350.9849 Ha

```
23
C9H14 | the OMol25 dataset | ωB97M-V/def2-TZVPD
C -0.792 -1.100 0.283
C -1.522 -0.067 -0.222
C -2.010 0.996 0.596
C 3.285 -0.061 -2.241
C -0.773 -1.254 1.687
C 3.389 -1.185 -1.181
C -2.003 0.750 2.009
C -2.858 2.071 0.069
C -1.445 -0.355 2.564
H -3.464 1.748 -0.768
H -3.540 2.539 0.772
H 3.861 0.751 -1.808
H 3.504 -0.735 -0.198
H -1.431 -0.436 3.640
H -2.558 1.376 2.697
H 4.341 -1.698 -1.323
H 2.246 0.184 -2.432
H -1.565 -0.084 -1.296
H 3.649 -0.353 -3.224
H -2.148 2.824 -0.255
H -0.223 -2.069 2.145
H 2.550 -1.874 -1.235
H -0.493 -1.970 -0.278
```

(7)
Entry from the OMol25 dataset: an isolated molecule of C9H10 in a non-equilibrium geometry (ωB97M-V/def2-TZVPD).

Summary:
Total charge   0
Frontier orbital gap (spin up / spin down)   8.58 / 8.58 eV
LUMO energy (spin up / spin down)   -0.0150 / -0.0150 Eh
ΔE to the lowest compared entry with this formula, charge and spin   183.43 kcal per mole
DFT total energy   -348.5845 Ha

```
19
C9H10 | the OMol25 dataset | ωB97M-V/def2-TZVPD
C -2.330 1.576 -1.096
C 1.931 -1.328 -0.897
C -0.159 -0.544 0.403
C -2.365 -0.440 1.497
C -1.293 0.326 0.776
C 1.044 -0.199 -0.479
C -0.344 -0.208 -0.974
C -1.425 0.705 -0.762
C 1.783 1.197 -0.409
H 1.407 -2.339 -0.944
H 2.306 -1.115 -1.920
H -0.900 1.219 1.228
H 2.266 1.101 0.532
H 2.522 1.217 -1.183
H 0.862 1.849 -0.545
H -3.119 0.359 1.796
H -1.961 -0.936 2.422
H 2.873 -1.464 -0.255
H -3.097 -0.976 0.810
```

(8)
Entry from the OMol25 dataset: a 5-piece molecular cluster, C23H59BO12P overall in a non-equilibrium geometry (ωB97M-V/def2-TZVPD).

Summary:
Total charge   +1
Frontier orbital gap   6.68 eV
LUMO energy   -0.1583 Eh
DFT total energy   -2180.3281 Ha

```
96
C23H59BO12P | the OMol25 dataset | ωB97M-V/def2-TZVPD
P -3.748 0.312 -0.547
O 4.135 -0.335 4.854
O -1.254 -2.434 5.971
O 1.015 -2.721 -2.473
O -0.513 -1.514 0.952
O -0.056 -5.475 -2.316
O -4.052 -2.678 6.903
O -4.164 1.433 -1.811
O -2.124 -0.313 -0.611
O 2.276 -0.679 2.577
O 2.459 2.608 -4.856
O 4.253 1.651 -7.007
O -1.742 0.496 1.872
C -1.809 2.589 -1.970
C -0.041 -5.519 -3.739
C 2.317 1.359 -5.539
C 3.676 0.819 -5.996
C 4.111 0.495 3.688
C -3.599 -3.591 7.896
C -1.718 5.830 0.129
C -0.431 2.183 -2.828
C -3.642 3.986 0.076
C -0.319 -2.258 -2.629
C -3.297 -1.462 6.900
C 2.129 3.715 -5.683
C 1.159 -3.588 -1.344
C -2.712 4.958 -0.858
C -3.028 1.735 -2.695
C -2.270 -1.449 5.764
C -1.951 4.216 -2.104
C -1.461 -3.596 5.181
C 2.701 0.584 3.098
C 4.647 -1.635 4.579
C 1.390 -1.355 3.459
C 1.200 -5.058 -1.773
C 5.266 2.506 -6.487
B -1.508 -0.412 0.732
H 2.487 4.628 -5.195
H 6.174 1.927 -6.297
H 4.423 1.496 4.004
H -3.935 -3.257 8.883
H 4.831 0.139 2.940
H -4.038 -4.570 7.689
H -1.581 2.227 -0.861
H -2.301 6.738 0.636
H -0.837 4.645 -2.116
H 2.715 1.287 2.258
H -3.453 5.755 -1.349
H -2.814 -1.299 7.871
H -1.049 -3.068 -2.544
H 4.201 -2.068 3.680
H -0.808 -4.391 5.558
H -3.120 3.015 0.466
H -1.072 -5.601 -4.091
H -1.193 -3.390 4.141
H 5.735 -1.585 4.464
H -3.370 2.296 -3.686
H -2.586 0.685 -3.045
H 1.986 0.961 3.839
H -0.438 1.036 -3.153
H -4.684 -0.811 -0.663
H 2.014 -5.237 -2.487
H 1.756 -1.354 4.491
H 2.598 3.646 -6.670
H 3.527 -0.169 -6.444
H -2.496 -3.949 5.231
H 0.516 -6.399 -4.074
H -4.009 -0.646 6.738
H -0.534 -1.489 -1.881
H 5.487 3.271 -7.236
H 0.401 -0.889 3.419
H 0.402 -4.616 -4.171
H 2.112 -3.335 -0.866
H -0.808 6.301 -0.470
H -0.466 2.805 -3.845
H 4.414 -2.282 5.428
H -4.028 4.560 1.049
H 0.382 -1.032 0.880
H 0.552 2.473 -2.259
H -1.425 1.415 1.623
H 1.386 -5.676 -0.890
H -1.772 -0.473 5.752
H 1.626 1.454 -6.385
H -1.345 5.101 0.995
H -0.414 -1.812 -3.625
H -4.050 0.936 0.730
H 1.880 0.653 -4.826
H -4.626 3.689 -0.521
H 4.947 3.004 -5.566
H -2.756 -1.588 4.790
H 4.360 0.703 -5.147
H 1.043 3.783 -5.796
H 0.360 -3.413 -0.613
H -2.510 -3.692 7.892
H -2.391 4.457 -3.169
H 1.300 -2.394 3.127
```